{"formula": "C2H33O17", "method": "ωB97M-V with the def2-TZVPD basis set", "symbols": ["C", "C", "O", "O", "H", "H", "H", "O", "H", "H", "O", "H", "H", "O", "H", "H", "O", "H", "H", "O", "H", "H", "O", "H", "H", "O", "H", "H", "O", "H", "H", "O", "H", "H", "O", "H", "H", "O", "H", "H", "O", "H", "H", "O", "H", "H", "O", "H", "H", "O", "H", "H"], "xyz": [[0.7667, -0.3883, -0.5366], [-0.2215, 0.2008, 0.4354], [-1.2415, 0.8051, -0.0262], [0.0187, 0.1821, 1.6722], [1.5189, 0.2822, -0.9523], [0.2423, -0.7516, -1.4204], [1.3306, -1.1986, -0.0745], [1.8728, -1.6462, -3.7675], [1.0868, -1.7220, -4.3084], [1.7343, -2.2695, -3.0543], [-3.9145, 2.3324, 1.0835], [-3.7629, 1.8168, 0.2914], [-3.3139, 3.0737, 1.0059], [-1.3264, 0.4390, -3.1657], [-1.5252, 0.5070, -2.2319], [-1.6301, -0.4345, -3.4127], [-1.0591, 0.3742, 4.1503], [-0.7810, 0.3454, 3.2348], [-0.3532, 0.8375, 4.6011], [1.0970, 2.9396, -1.3078], [0.3599, 2.3399, -1.4235], [1.5264, 2.9600, -2.1630], [3.1143, 1.0469, -3.6230], [3.8522, 0.6461, -3.1636], [2.4498, 0.3587, -3.6563], [1.3783, -3.7584, -2.0540], [1.5258, -4.6214, -1.6672], [0.6080, -3.4194, -1.5979], [-3.8969, 0.4237, -0.8105], [-2.9436, 0.3872, -0.7321], [-4.0915, -0.0737, -1.6048], [-0.5725, -3.3095, -0.3293], [-0.3746, -3.1608, 0.5954], [-1.5249, -3.2328, -0.3862], [-1.0848, -2.9654, 2.1977], [-0.2728, -2.4585, 2.1987], [-1.7776, -2.3089, 2.2706], [-1.1074, 3.3050, 1.5869], [-1.1530, 2.3666, 1.4035], [-0.4036, 3.6258, 1.0231], [-2.8388, -0.9749, 1.6803], [-2.2431, -0.3769, 1.2288], [-3.3151, -0.4190, 2.2969], [3.6882, 2.6317, -0.0519], [2.9155, 2.6826, -0.6146], [4.4133, 2.4658, -0.6544], [1.5519, -2.3086, 3.1986], [1.5999, -1.4208, 2.8440], [2.4381, -2.6558, 3.0970], [2.1019, 2.1429, 2.5521], [2.0492, 2.8667, 1.9279], [1.4888, 1.4899, 2.2146]], "forces_ev_per_a": [[0.221, -0.814, -0.472], [0.319, 1.310, 0.561], [0.057, -0.536, -0.615], [0.495, -0.587, -0.712], [-0.161, 0.570, 0.448], [-0.023, -0.200, 0.138], [-0.134, -0.068, -0.006], [0.182, 0.761, -0.469], [-0.143, 0.011, -0.142], [0.127, -0.657, 0.445], [-0.337, 0.270, 0.429], [-0.256, -0.168, -0.229], [0.393, 0.209, 0.217], [0.073, 0.080, -0.544], [0.093, 0.204, 0.752], [-0.045, -0.200, -0.094], [-0.460, -0.130, 0.881], [0.198, 0.014, -0.719], [0.119, 0.156, 0.051], [0.218, 0.350, 0.240], [-0.407, -0.351, 0.097], [0.087, -0.035, -0.459], [0.151, 0.801, 0.012], [0.097, -0.171, 0.073], [-0.295, -0.653, -0.005], [0.781, -0.097, -0.758], [0.056, -0.078, 0.036], [-0.785, 0.098, 0.808], [-0.539, -0.229, -0.525], [0.815, -0.036, 0.388], [-0.225, 0.010, -0.166], [0.162, -0.192, -1.537], [-0.473, -0.072, 0.731], [-0.181, 0.030, 0.218], [0.466, -0.982, 0.056], [0.413, 0.300, 0.835], [-0.668, 0.734, -0.100], [-0.153, 0.697, 0.216], [-0.126, -0.648, -0.127], [0.183, 0.065, -0.191], [-0.377, -0.720, 0.237], [0.191, 0.576, -0.213], [-0.132, 0.289, 0.167], [0.462, 0.054, 0.210], [-0.648, -0.047, -0.101], [0.200, -0.019, -0.077], [-0.034, -0.270, 0.010], [-0.137, 0.638, -0.116], [0.202, -0.118, -0.030], [0.302, 0.140, 0.476], [0.140, 0.111, -0.165], [-0.467, -0.395, -0.157]], "lowdin_charge": [0.001, -0.653, -0.084, -0.055, 0.073, 0.057, 0.081, -0.048, 0.042, -0.019, -0.062, -0.034, 0.006, -0.046, -0.017, 0.030, -0.066, -0.039, 0.025, -0.035, 0.028, 0.041, -0.061, 0.029, -0.012, -0.065, 0.049, -0.021, -0.048, -0.018, 0.049, -0.049, 0.004, 0.063, -0.057, -0.006, 0.003, -0.044, -0.008, 0.022, -0.034, -0.006, 0.067, -0.052, -0.025, 0.024, -0.035, 0.024, 0.040, -0.058, 0.011, -0.018], "charge": -1, "energy_ev": -37422.008, "de_lowest_ev": 0.0000, "homo_energy_ev": -7.285, "lumo_ha": 0.0830}

---

{"formula": "CH3O3S2", "method": "ωB97M-V with the def2-TZVPD basis set", "symbols": ["C", "O", "O", "O", "S", "S", "H", "H", "H"], "xyz": [[-2.5728, -0.4444, 0.0659], [3.3816, 0.7746, 0.1631], [2.6447, -1.3855, -0.5753], [0.7871, 0.6193, -0.2407], [-1.5950, 0.7721, -0.4025], [2.3118, -0.2332, 0.2979], [-3.3981, -1.0180, -0.4561], [-2.4126, -0.6299, 1.1057], [0.8533, 1.5449, 0.0420]], "forces_ev_per_a": [[-0.031, 1.052, -0.371], [-0.698, 0.614, -0.113], [-1.294, 0.838, -0.151], [0.926, -0.220, -0.917], [-1.794, -0.722, -0.353], [1.653, -1.146, 1.073], [1.466, 0.581, 0.140], [-0.569, -0.727, 0.696], [0.340, -0.270, -0.004]], "lowdin_charge": [-0.579, -0.549, -0.538, -0.592, 0.688, 0.627, 0.010, -0.046, -0.020], "charge": -1, "energy_ev": -28898.058, "de_lowest_ev": 2.3401, "homo_energy_ev": -3.948, "lumo_ha": 0.1205}

---

Number 1: orbital gap 9.54 eV. Number 2: orbital gap 7.23 eV.